1.
{"formula": "C43H36NO4P2Sm", "method": "ωB97M-V/def2-TZVPD", "e_homo_ev": [-13.878, -13.863], "total_charge": 2, "s2": 8.783, "energy_ev": -91320.086, "multiplicity": 6, "homo_lumo_gap_ev": [6.347, 7.337], "e_lumo_ev": [-7.5, -6.5], "de_lowest_ev": 1.2008, "species": ["C", "C", "C", "C", "C", "C", "P", "C", "C", "C", "C", "C", "C", "Sm", "P", "C", "C", "C", "C", "C", "C", "C", "C", "C", "C", "C", "C", "C", "C", "C", "C", "C", "C", "C", "C", "C", "C", "C", "C", "H", "H", "H", "H", "H", "H", "H", "H", "H", "H", "H", "H", "H", "H", "H", "H", "H", "H", "H", "H", "H", "H", "H", "H", "H", "H", "H", "H", "H", "H", "H", "H", "O", "C", "O", "C", "C", "C", "C", "C", "C", "N", "O", "O", "H", "H", "H", "H"], "positions_angstrom": [[0.613, -1.190, -3.127], [-0.421, -1.570, -2.265], [-1.726, -1.704, -2.760], [-1.986, -1.488, -4.114], [-0.936, -1.187, -4.974], [0.369, -1.070, -4.494], [-0.067, -1.768, -0.480], [-1.351, -2.987, 0.039], [-2.419, -2.557, 0.856], [-3.451, -3.454, 1.148], [-3.430, -4.759, 0.639], [-2.341, -5.195, -0.121], [-1.294, -4.313, -0.410], [-0.429, 0.711, 1.072], [0.035, 1.963, -1.313], [-1.390, 2.088, -2.389], [-1.173, 2.373, -3.740], [-2.236, 2.334, -4.641], [-3.519, 2.013, -4.186], [-3.729, 1.704, -2.841], [-2.679, 1.771, -1.925], [-0.131, 3.138, 0.109], [0.725, 2.954, 1.264], [0.331, 3.570, 2.481], [-0.714, 4.507, 2.477], [-1.445, 4.761, 1.314], [-1.199, 4.048, 0.144], [1.636, 2.269, -2.017], [2.693, 1.368, -1.754], [3.954, 1.648, -2.279], [4.173, 2.825, -3.005], [3.127, 3.731, -3.217], [1.857, 3.466, -2.713], [1.503, -2.720, -0.562], [1.976, -3.485, -1.642], [3.204, -4.151, -1.559], [3.985, -4.029, -0.409], [3.530, -3.252, 0.663], [2.295, -2.610, 0.596], [1.711, 2.442, 1.170], [0.895, 3.376, 3.404], [-0.937, 5.078, 3.383], [-2.215, 5.540, 1.313], [-1.798, 4.200, -0.758], [-0.164, 2.610, -4.074], [-2.039, 2.544, -5.695], [-4.352, 2.018, -4.893], [-4.732, 1.416, -2.507], [-2.876, 1.577, -0.862], [2.510, 0.474, -1.143], [4.777, 0.940, -2.115], [5.161, 3.038, -3.411], [3.287, 4.653, -3.775], [1.029, 4.169, -2.832], [1.399, -3.548, -2.571], [3.543, -4.755, -2.400], [4.952, -4.530, -0.347], [4.139, -3.144, 1.567], [1.934, -2.000, 1.436], [-2.444, -1.525, 1.259], [-4.277, -3.123, 1.784], [-4.259, -5.443, 0.842], [-2.289, -6.216, -0.495], [-0.435, -4.644, -0.998], [-2.519, -2.012, -2.089], [-3.007, -1.576, -4.487], [-1.137, -1.021, -6.029], [1.218, -0.882, -5.154], [1.624, -1.046, -2.758], [-0.017, 1.213, -5.989], [0.578, 1.144, -5.537], [-1.360, 0.639, 3.220], [-0.281, 0.122, 3.716], [0.668, -0.208, 2.902], [-0.035, -0.001, 5.175], [0.768, -1.035, 5.704], [0.881, -1.142, 7.083], [0.359, -0.174, 7.976], [-0.311, 0.913, 7.401], [-0.467, 1.036, 6.025], [0.450, -0.257, 9.410], [1.008, -1.254, 9.946], [-0.044, 0.688, 10.077], [1.344, -1.705, 5.041], [1.391, -1.977, 7.523], [-0.716, 1.654, 8.084], [-0.852, 1.974, 5.614]]}

=====

2.
{"formula": "C43H37As3NO6RuS", "method": "ωB97M-V/def2-TZVPD", "e_homo_ev": [-7.041, -8.349], "s2": 8.761, "energy_ev": -254897.249, "multiplicity": 6, "homo_lumo_gap_ev": [7.410, 7.116], "e_lumo_ev": [0.4, -1.2], "de_lowest_ev": 0.4954, "species": ["Ru", "C", "C", "As", "C", "C", "C", "C", "C", "C", "C", "C", "C", "C", "C", "C", "As", "C", "C", "C", "C", "C", "C", "C", "C", "C", "C", "C", "C", "H", "H", "H", "H", "H", "H", "H", "H", "H", "H", "H", "H", "H", "H", "H", "H", "H", "H", "H", "H", "H", "H", "H", "H", "C", "C", "C", "C", "N", "C", "C", "C", "C", "C", "C", "C", "H", "H", "H", "H", "H", "H", "H", "H", "O", "As", "O", "O", "C", "C", "C", "C", "C", "C", "S", "O", "O", "O", "H", "H", "H", "H", "H"], "positions_angstrom": [[0.067, 0.119, 0.328], [-2.500, 3.485, -0.323], [-2.355, 3.442, 1.196], [-0.700, 2.511, 1.733], [-0.722, 2.764, 3.644], [-1.889, 2.543, 4.365], [-1.881, 2.647, 5.749], [-0.708, 2.965, 6.414], [0.461, 3.181, 5.696], [0.456, 3.078, 4.315], [0.662, 3.747, 1.130], [0.511, 5.130, 1.186], [1.525, 5.959, 0.732], [2.700, 5.412, 0.228], [2.862, 4.036, 0.182], [1.845, 3.204, 0.631], [-2.303, 1.644, -0.997], [-2.634, 1.818, -2.896], [-3.070, 0.699, -3.601], [-3.177, 0.741, -4.982], [-2.846, 1.900, -5.672], [-2.410, 3.017, -4.974], [-2.299, 2.975, -3.591], [-3.969, 0.895, -0.351], [-3.902, -0.156, 0.560], [-5.069, -0.702, 1.083], [-6.302, -0.203, 0.693], [-6.374, 0.844, -0.219], [-5.212, 1.394, -0.736], [-1.716, 4.099, -0.769], [-3.467, 3.893, -0.619], [-3.183, 2.885, 1.639], [-2.360, 4.438, 1.639], [-2.807, 2.270, 3.860], [-2.792, 2.466, 6.305], [-0.700, 3.037, 7.494], [1.380, 3.422, 6.214], [1.372, 3.237, 3.758], [-0.395, 5.566, 1.590], [1.402, 7.034, 0.775], [3.490, 6.062, -0.123], [3.778, 3.602, -0.199], [1.988, 2.128, 0.602], [-3.324, -0.210, -3.068], [-3.514, -0.134, -5.522], [-2.926, 1.931, -6.751], [-2.150, 3.923, -5.506], [-1.943, 3.850, -3.061], [-2.940, -0.537, 0.881], [-5.009, -1.513, 1.796], [-7.210, -0.629, 1.099], [-7.337, 1.230, -0.526], [-5.274, 2.202, -1.457], [-0.439, -4.455, -0.168], [0.214, -4.644, -1.376], [0.510, -3.549, -2.162], [0.152, -2.273, -1.732], [-0.451, -2.100, -0.543], [-0.740, -3.161, 0.211], [0.428, -1.050, -2.507], [0.684, -1.083, -3.877], [0.963, 0.088, -4.562], [0.985, 1.298, -3.882], [0.698, 1.331, -2.523], [0.415, 0.165, -1.823], [-0.692, -5.281, 0.481], [0.501, -5.637, -1.698], [1.049, -3.671, -3.090], [-1.211, -2.949, 1.161], [0.651, -2.019, -4.423], [1.159, 0.058, -5.626], [1.206, 2.217, -4.412], [0.690, 2.293, -2.015], [3.769, -0.068, 2.470], [3.112, -1.309, 1.430], [4.292, -2.099, 0.662], [2.002, -0.518, 0.407], [2.100, -2.561, 2.534], [2.652, -3.838, 2.540], [2.083, -4.856, 3.294], [0.959, -4.604, 4.064], [0.395, -3.336, 4.068], [0.957, -2.326, 3.302], [0.077, -0.784, 3.273], [-0.827, -0.946, 2.081], [-0.634, -0.645, 4.509], [1.044, 0.269, 2.977], [3.011, 0.330, 2.932], [3.540, -4.012, 1.945], [2.531, -5.841, 3.287], [0.520, -5.388, 4.668], [-0.477, -3.114, 4.669]]}

=====

3.
{"formula": "C43H37AsFN4Pt", "method": "ωB97M-V/def2-TZVPD", "e_homo_ev": [-14.223, -16.424], "total_charge": 3, "s2": 6.084, "energy_ev": -117927.836, "multiplicity": 5, "homo_lumo_gap_ev": [6.023, 4.793], "e_lumo_ev": [-8.2, -11.6], "de_lowest_ev": 0.6819, "species": ["Pt", "C", "N", "C", "C", "C", "C", "C", "C", "N", "C", "C", "C", "C", "C", "C", "N", "C", "C", "C", "C", "C", "N", "H", "H", "H", "H", "H", "H", "H", "H", "H", "H", "H", "H", "H", "H", "H", "H", "H", "H", "C", "C", "C", "C", "C", "C", "As", "C", "C", "C", "C", "C", "C", "C", "C", "C", "C", "C", "C", "H", "H", "H", "H", "H", "H", "H", "H", "H", "H", "H", "H", "H", "F", "C", "C", "C", "C", "C", "C", "C", "H", "H", "H", "H", "H", "H"], "positions_angstrom": [[-0.291, 1.018, -0.051], [-1.684, 3.692, 0.604], [-1.829, 2.314, 1.082], [-1.417, 2.230, 2.484], [0.074, 2.460, 2.616], [0.613, 3.291, 3.588], [1.992, 3.398, 3.704], [2.798, 2.682, 2.832], [2.188, 1.913, 1.855], [0.866, 1.803, 1.757], [-3.164, 1.776, 0.819], [-3.312, 1.104, -0.528], [-4.552, 1.075, -1.154], [-4.698, 0.366, -2.336], [-3.592, -0.287, -2.865], [-2.390, -0.208, -2.187], [-2.262, 0.469, -1.050], [-1.367, 3.799, -0.864], [-1.838, 4.879, -1.600], [-1.488, 4.991, -2.936], [-0.679, 4.012, -3.495], [-0.263, 2.956, -2.699], [-0.586, 2.866, -1.411], [-0.868, 4.170, 1.160], [-2.594, 4.264, 0.821], [-1.651, 1.222, 2.849], [-1.963, 2.963, 3.092], [-0.030, 3.854, 4.245], [2.425, 4.033, 4.461], [3.872, 2.729, 2.901], [2.777, 1.363, 1.133], [-3.923, 2.564, 0.888], [-3.406, 1.023, 1.579], [-5.392, 1.589, -0.713], [-5.655, 0.324, -2.835], [-3.661, -0.852, -3.779], [-1.500, -0.708, -2.550], [-2.471, 5.613, -1.126], [-1.855, 5.816, -3.527], [-0.381, 4.057, -4.530], [0.333, 2.150, -3.106], [-2.494, -3.395, 4.681], [-2.685, -3.929, 3.413], [-2.118, -3.316, 2.310], [-1.323, -2.188, 2.483], [-1.158, -1.634, 3.751], [-1.730, -2.247, 4.850], [-0.273, -1.453, 1.011], [-0.260, -2.915, -0.258], [-1.295, -3.372, -1.047], [-1.080, -4.442, -1.916], [0.187, -5.011, -2.037], [1.233, -4.557, -1.260], [1.022, -3.521, -0.340], [2.002, -3.022, 0.596], [3.316, -3.494, 0.735], [4.118, -3.004, 1.746], [3.623, -2.062, 2.645], [2.331, -1.555, 2.497], [1.530, -2.018, 1.478], [-2.957, -3.864, 5.536], [-3.271, -4.827, 3.287], [-2.274, -3.735, 1.326], [-0.548, -0.743, 3.872], [-1.584, -1.838, 5.839], [-2.273, -2.911, -0.974], [-1.895, -4.825, -2.510], [0.349, -5.819, -2.733], [2.210, -5.006, -1.346], [3.700, -4.243, 0.058], [5.126, -3.371, 1.857], [4.251, -1.707, 3.447], [1.962, -0.803, 3.183], [5.368, 0.734, -5.506], [4.480, 0.492, -4.559], [3.919, 1.560, -3.854], [3.007, 1.307, -2.864], [2.582, -0.023, -2.570], [1.628, -0.292, -1.614], [3.184, -1.085, -3.315], [4.115, -0.830, -4.284], [4.214, 2.567, -4.105], [2.602, 2.124, -2.282], [1.202, 0.533, -0.984], [1.314, -1.306, -1.426], [2.897, -2.102, -3.096], [4.569, -1.629, -4.849]]}

=====

4.
{"formula": "C43H38AsClF5N7O7S4SeV", "method": "ωB97M-V/def2-TZVPD", "e_homo_ev": [-2.664, -2.718], "total_charge": -2, "s2": 3.778, "energy_ev": -291296.077, "multiplicity": 4, "homo_lumo_gap_ev": [5.956, 5.385], "e_lumo_ev": [3.3, 2.7], "species": ["V", "O", "As", "O", "O", "C", "C", "C", "C", "C", "C", "S", "O", "O", "O", "H", "H", "H", "H", "H", "N", "C", "N", "C", "C", "C", "C", "C", "C", "H", "H", "H", "H", "H", "H", "C", "C", "C", "C", "C", "O", "C", "C", "C", "C", "C", "C", "Cl", "C", "C", "C", "N", "C", "N", "C", "N", "H", "H", "H", "H", "H", "H", "H", "H", "H", "H", "H", "H", "H", "H", "H", "H", "H", "H", "H", "H", "H", "H", "F", "C", "C", "F", "C", "F", "C", "Se", "C", "F", "C", "F", "S", "C", "S", "C", "N", "N", "C", "C", "C", "C", "C", "C", "S", "H", "H", "H", "H", "H"], "positions_angstrom": [[11.899, 18.294, 15.878], [13.675, 22.959, 18.408], [12.849, 21.348, 18.116], [12.794, 20.917, 19.736], [13.134, 18.224, 14.967], [10.895, 22.289, 17.797], [10.829, 23.512, 18.498], [9.632, 24.096, 18.860], [8.426, 23.648, 18.392], [8.413, 22.509, 17.587], [9.651, 21.841, 17.399], [9.383, 20.300, 16.727], [8.719, 19.494, 17.738], [8.599, 20.485, 15.505], [10.748, 19.804, 16.493], [13.931, 22.877, 19.332], [11.699, 24.009, 18.897], [9.624, 24.905, 19.597], [7.504, 24.100, 18.671], [7.513, 22.076, 17.181], [12.691, 18.007, 20.481], [11.986, 18.041, 19.337], [12.611, 17.675, 18.264], [13.878, 17.405, 18.725], [14.909, 16.712, 18.134], [15.999, 16.320, 18.851], [16.141, 16.671, 20.192], [15.112, 17.330, 20.839], [13.986, 17.698, 20.071], [12.567, 18.806, 21.128], [10.974, 18.420, 19.326], [14.723, 16.391, 17.116], [16.715, 15.689, 18.281], [17.014, 16.372, 20.738], [15.147, 17.530, 21.928], [10.784, 10.014, 14.096], [10.959, 11.302, 14.945], [11.963, 12.199, 14.228], [11.512, 10.917, 16.282], [9.546, 12.054, 15.136], [8.508, 11.126, 15.465], [8.972, 12.759, 13.905], [8.393, 11.901, 12.764], [9.072, 12.026, 11.427], [9.379, 10.838, 10.710], [9.969, 10.927, 9.457], [10.242, 12.166, 8.896], [11.110, 12.226, 7.389], [9.894, 13.310, 9.586], [9.262, 13.239, 10.812], [9.640, 13.072, 16.302], [9.728, 14.507, 16.068], [10.828, 15.265, 16.008], [10.550, 16.546, 16.016], [9.181, 16.504, 16.155], [8.643, 15.315, 16.220], [11.705, 9.473, 14.046], [10.536, 10.248, 13.050], [10.043, 9.317, 14.532], [12.911, 11.668, 14.182], [12.157, 13.139, 14.731], [11.669, 12.413, 13.199], [12.242, 10.157, 16.116], [10.773, 10.438, 16.934], [12.016, 11.701, 16.835], [8.670, 10.737, 16.336], [9.742, 13.430, 13.477], [8.186, 13.431, 14.280], [7.307, 12.126, 12.630], [8.425, 10.838, 13.036], [9.190, 9.868, 11.144], [10.222, 10.024, 8.898], [10.121, 14.288, 9.180], [8.989, 14.128, 11.335], [10.449, 12.838, 16.993], [8.735, 12.887, 16.890], [11.805, 14.841, 15.860], [8.542, 17.383, 16.301], [21.795, 17.553, 16.111], [20.544, 17.542, 15.695], [19.679, 18.522, 16.182], [20.247, 19.464, 17.001], [18.359, 18.606, 15.783], [17.628, 19.580, 16.306], [17.850, 17.696, 14.837], [15.978, 17.809, 14.376], [18.719, 16.719, 14.353], [18.342, 15.822, 13.432], [20.025, 16.601, 14.802], [20.839, 15.658, 14.306], [16.288, 10.231, 14.522], [15.601, 11.666, 14.967], [15.553, 12.983, 13.854], [14.728, 13.967, 15.072], [14.539, 13.366, 16.235], [15.064, 12.071, 16.138], [15.000, 11.362, 17.365], [14.997, 9.985, 17.484], [15.024, 9.372, 18.729], [14.914, 10.102, 19.883], [14.859, 11.488, 19.758], [14.864, 12.138, 18.550], [14.132, 15.513, 14.712], [15.050, 9.393, 16.604], [15.014, 8.298, 18.787], [14.961, 9.642, 20.851], [14.857, 12.066, 20.629], [14.731, 13.227, 18.514]]}

=====

5.
{"formula": "C43H38F6MnN4S3", "method": "ωB97M-V/def2-TZVPD", "e_homo_ev": [-6.242, -6.241], "s2": 0.889, "energy_ev": -131295.775, "multiplicity": 2, "homo_lumo_gap_ev": [5.742, 6.119], "e_lumo_ev": [-0.5, -0.1], "species": ["Mn", "C", "C", "C", "C", "C", "C", "C", "C", "C", "C", "C", "C", "N", "C", "C", "C", "C", "C", "C", "F", "H", "H", "H", "H", "H", "H", "H", "H", "H", "H", "H", "H", "H", "H", "H", "H", "H", "H", "H", "H", "H", "F", "C", "C", "F", "C", "F", "C", "S", "C", "F", "C", "F", "N", "C", "N", "C", "C", "C", "C", "C", "C", "S", "H", "H", "H", "H", "H", "H", "N", "S", "C", "C", "C", "C", "C", "C", "C", "C", "C", "C", "C", "C", "H", "H", "H", "H", "H", "H", "H", "H", "H", "H", "H"], "positions_angstrom": [[0.594, 0.095, 0.134], [-1.883, -0.794, 1.951], [-2.193, -1.867, 0.902], [-2.165, -1.273, -0.513], [-1.274, -3.071, 0.882], [-1.855, -4.319, 0.709], [-1.084, -5.452, 0.538], [0.290, -5.331, 0.457], [0.909, -4.103, 0.619], [2.405, -3.990, 0.450], [3.173, -4.945, 1.364], [2.765, -4.232, -1.018], [0.130, -2.965, 0.892], [0.743, -1.740, 1.202], [1.278, -1.630, 2.437], [1.280, -2.655, 3.413], [1.805, -2.456, 4.669], [2.350, -1.232, 5.037], [2.368, -0.195, 4.116], [1.846, -0.415, 2.868], [1.829, 0.651, 1.942], [-2.790, -0.248, 2.200], [-1.157, -0.043, 1.563], [-1.481, -1.237, 2.861], [-3.208, -2.232, 1.099], [-1.104, -1.033, -0.783], [-2.759, -0.366, -0.560], [-2.548, -1.991, -1.235], [-2.933, -4.409, 0.716], [-1.549, -6.421, 0.447], [0.890, -6.207, 0.266], [2.707, -2.969, 0.696], [2.931, -5.984, 1.152], [2.936, -4.742, 2.406], [4.243, -4.807, 1.217], [2.541, -5.254, -1.314], [3.824, -4.050, -1.179], [2.205, -3.554, -1.660], [0.837, -3.603, 3.153], [1.777, -3.267, 5.382], [2.730, -1.080, 6.033], [2.768, 0.774, 4.365], [-8.079, -1.018, 1.765], [-7.016, -0.300, 1.362], [-6.367, 0.555, 2.249], [-6.829, 0.698, 3.501], [-5.250, 1.258, 1.843], [-4.632, 2.062, 2.728], [-4.732, 1.168, 0.539], [-3.346, 2.039, 0.067], [-5.430, 0.319, -0.339], [-5.004, 0.203, -1.615], [-6.540, -0.404, 0.057], [-7.166, -1.211, -0.817], [-0.025, 0.384, -3.349], [1.173, -0.158, -3.062], [1.643, -0.257, -1.852], [2.924, -0.759, -1.839], [3.698, -0.940, -0.699], [4.960, -1.482, -0.832], [5.458, -1.826, -2.084], [4.712, -1.627, -3.231], [3.445, -1.088, -3.099], [2.258, -0.713, -4.336], [-0.668, 0.524, -2.576], [-0.419, 0.262, -4.265], [3.291, -0.654, 0.264], [5.561, -1.650, 0.047], [6.442, -2.260, -2.166], [5.102, -1.886, -4.201], [0.182, 2.206, -0.372], [-0.339, 3.621, 0.129], [1.012, 4.775, -0.303], [0.744, 6.109, -0.561], [1.781, 6.947, -0.932], [3.072, 6.453, -1.034], [3.335, 5.124, -0.746], [2.301, 4.281, -0.377], [-1.468, 4.279, -1.137], [-2.651, 4.865, -0.721], [-3.584, 5.249, -1.669], [-3.330, 5.049, -3.015], [-2.128, 4.493, -3.423], [-1.193, 4.107, -2.481], [0.528, 2.276, -1.328], [-0.261, 6.493, -0.483], [1.579, 7.986, -1.149], [3.875, 7.109, -1.332], [4.343, 4.743, -0.811], [2.489, 3.241, -0.145], [-2.851, 4.983, 0.332], [-4.518, 5.684, -1.352], [-4.070, 5.321, -3.751], [-1.918, 4.353, -4.473], [-0.263, 3.656, -2.797]]}